(1)
ORCA calculation (the ωB97M-V functional and the def2-TZVPD basis) on a 2-piece molecular cluster, C7H18N2 overall.

## Properties
Multiplicity: 3
E_LUMO (alpha / beta) (eV): 0.916 / 0.865
<S²>: 2.008
HOMO-LUMO gap (alpha / beta) (eV): 7.28 / 10.99

Last column: Mulliken spin population.
Atoms and positions in Å:
C 1.7191 -1.8024 0.2112  0.01
C 2.7490 0.3770 0.9442  0.07
C 0.9300 0.0337 -1.9644  0.06
C 0.0688 1.6744 -0.2191  0.00
C -3.7183 0.3218 0.8547  0.00
C 1.4360 -0.3434 0.5624  0.11
C 0.7557 0.3908 -0.5354  0.61
N -3.1205 -0.3699 -0.2625  0.30
N -2.0440 -1.1603 -0.1679  0.70
H 2.4933 -1.8662 -0.5472  0.00
H 2.0562 -2.3413 1.0942  0.00
H 0.8156 -2.2736 -0.1614  0.00
H 2.5492 1.4068 1.2306  0.00
H 3.4282 0.3783 0.0959  0.00
H 3.2314 -0.1282 1.7778  0.00
H 0.3089 0.6747 -2.5908  0.01
H 0.6493 -1.0048 -2.1476  0.01
H 1.9728 0.1520 -2.2867  0.03
H -0.1116 1.7755 0.8519  -0.01
H -0.8889 1.7392 -0.7435  0.03
H 0.6618 2.5401 -0.5465  0.04
H -3.7584 -0.3577 1.7074  0.01
H -3.1592 1.2190 1.1510  0.01
H -4.7349 0.6123 0.5869  0.00
H 0.7881 -0.3178 1.4486  0.02
H -3.1490 0.1215 -1.1472  0.00
H -1.9285 -1.4515 0.8035  -0.02



(2)
ORCA calculation (the ωB97M-V functional and the def2-TZVPD basis) on C6H7ClN2O2S as an isolated structure in a non-equilibrium geometry.

## Properties
E_LUMO (eV): -1.642
Energy above the lowest of the compared OMol25 structures with the same formula, charge and spin (kcal/mol): 54.5
HOMO-LUMO gap (eV): 7.78

Last column: Mulliken charge in e.
Atoms and positions in Å:
C -2.9464 -0.0260 -0.4857  -0.42
C -1.9747 -0.9852 -1.0347  -0.76
C -2.5331 1.0261 0.3122  -0.61
C -0.6987 -0.8377 -0.7101  0.05
C -1.1511 1.1981 0.5851  -0.11
C -0.2474 0.2754 0.1242  0.38
N 3.4520 0.0544 0.8429  -0.54
N 1.0853 0.4722 0.3342  -0.24
O 2.4543 -0.9715 -1.3372  -0.53
O 1.7817 -1.8036 0.8835  -0.61
S 2.1820 -0.7143 0.0291  1.23
Cl 1.8254 1.9141 -0.8091  -0.09
H -3.8817 -0.2682 -0.7813  0.48
H -2.4648 -1.8186 -1.5701  0.33
H -3.2309 1.7510 0.7363  0.34
H 0.1564 -1.6163 -0.9756  0.16
H -0.8694 2.0551 1.2547  0.35
H 3.8393 -0.6880 1.3727  0.28
H 3.2219 0.9829 1.2289  0.30



(3)
ORCA calculation (the ωB97M-V functional and the def2-TZVPD basis) on a 2-piece molecular cluster, C6H13O4P overall in a non-equilibrium geometry.

## Properties
E_LUMO (eV): 0.279
SMILES string: C=CC(C)=O.COP(O)OC
Energy above the lowest of the compared OMol25 structures with the same formula, charge and spin (kcal/mol): 78.9
HOMO-LUMO gap (eV): 9.38

Last column: Mulliken charge in e.
Atoms and positions in Å:
C -3.3914 2.8775 -1.5434  -0.66
C -2.3410 2.1389 -1.8696  -0.29
C -2.0150 0.9094 -0.9852  0.93
C -3.0315 0.4797 0.0517  -1.47
O -0.9267 0.3704 -1.0914  -0.53
H -3.5773 3.7081 -2.2217  0.28
H -4.0760 2.6800 -0.6246  0.20
H -1.6974 2.0765 -2.7658  0.36
H -2.7963 -0.4340 0.3415  0.38
H -3.9452 0.5586 -0.3616  0.50
H -2.8904 1.2917 0.9454  0.30
C 3.5584 -1.9332 -0.7351  -0.65
O 2.3282 -1.5238 -0.1829  -0.14
P 1.5300 -2.3903 0.9741  0.14
O 0.1503 -1.5142 1.0147  -0.32
O 2.2378 -1.6853 2.2969  -0.30
C 2.4516 -0.2843 2.3304  -0.56
H 3.9514 -2.8714 -0.1767  0.29
H 4.1952 -0.9462 -0.8207  0.21
H 3.4108 -2.3321 -1.8725  0.19
H -0.2486 -1.2575 0.1813  0.36
H 2.8422 -0.0865 3.2342  0.32
H 1.4150 0.0822 2.4399  0.23
H 2.8659 0.0858 1.4411  0.24



(4)
ORCA calculation (the ωB97M-V functional and the def2-TZVPD basis) on C28H19N5O6RhS as an isolated structure in a non-equilibrium geometry.

## Properties
Multiplicity: 5
E_LUMO (alpha / beta) (eV): -4.061 / -6.259
Total charge: +1
<S²>: 6.017
Energy above the lowest of the compared OMol25 structures with the same formula, charge and spin (kcal/mol): 40.5
HOMO-LUMO gap (alpha / beta) (eV): 6.26 / 4.05

Last column: Mulliken spin population.
Atoms and positions in Å:
Rh -0.3532 0.1098 0.5546  2.75
O -0.7438 6.9208 1.2008  0.00
C 0.3659 6.3533 1.1849  0.00
O 1.5697 6.6255 1.3491  0.00
C 0.1985 4.7615 0.9618  0.03
C 1.3183 3.9457 0.9569  0.00
C 1.1394 2.5912 0.7624  -0.04
N -0.1077 2.1027 0.5693  0.12
C -1.2136 2.8808 0.6094  -0.02
C -1.0772 4.2420 0.7982  0.00
C -2.5113 2.1134 0.4330  0.05
C -3.7533 2.7069 0.3305  0.01
C -4.8785 1.9105 0.1606  0.00
C -4.7392 0.5400 0.0897  0.00
C -3.4703 0.0010 0.1990  0.00
N -2.3931 0.7615 0.3727  0.16
C 2.2255 1.5318 0.7261  0.06
C 3.5776 1.8083 0.7928  0.00
C 4.4910 0.7654 0.7267  0.00
C 4.0375 -0.5312 0.5881  0.00
C 2.6739 -0.7485 0.5328  0.00
N 1.7970 0.2488 0.6108  0.15
H 2.2952 4.3879 1.1068  0.00
H -1.9289 4.9099 0.8307  0.00
H -3.8423 3.7830 0.3749  0.00
H -5.8564 2.3641 0.0804  0.00
H -5.5922 -0.1085 -0.0451  0.00
H -3.2949 -1.0675 0.1495  0.00
H 3.9162 2.8305 0.8846  0.00
H 5.5515 0.9708 0.7738  0.00
H 4.7216 -1.3642 0.5184  0.00
H 2.2523 -1.7422 0.4221  0.00
O -0.8235 -3.9275 -0.5297  0.05
C -0.6691 -2.7732 -0.8379  0.00
O -0.5596 -1.8176 0.0841  0.23
C -0.6238 -2.3380 -2.2738  -0.02
C -0.8142 -3.3078 -3.2540  0.00
C -0.7889 -2.9622 -4.5945  0.00
C -0.5696 -1.6396 -4.9327  0.00
C -0.3748 -0.6529 -3.9853  0.01
C -0.4046 -1.0092 -2.6478  0.02
N -0.5407 -1.2584 -6.3626  0.00
O -0.3422 -0.0931 -6.6219  0.00
O -0.6868 -2.1439 -7.1747  0.00
H -0.9809 -4.3299 -2.9464  0.00
H -0.9348 -3.6944 -5.3743  0.00
H -0.2057 0.3655 -4.3026  0.00
H -0.2476 -0.2227 -1.9040  -0.01
S -0.5417 -0.3069 3.0407  0.37
C 0.4110 -1.7545 3.1558  -0.02
N -0.0496 -2.8939 2.5881  0.02
C 0.6256 -4.0551 2.5538  0.00
C 1.8343 -4.1540 3.1925  0.03
C 2.3367 -3.0235 3.8372  0.00
C 1.6411 -1.8302 3.8086  0.03
H -0.9208 -2.8190 2.0641  -0.01
H 0.1694 -4.8588 1.9921  0.00
H 2.3756 -5.0874 3.1767  0.00
H 3.2856 -3.0752 4.3535  0.00
H 2.0242 -0.9417 4.2886  0.00



(5)
ORCA calculation (the ωB97M-V functional and the def2-TZVPD basis) on C4H4N2O as an isolated structure in a non-equilibrium geometry.

## Properties
E_LUMO (eV): 0.413
Energy above the lowest of the compared OMol25 structures with the same formula, charge and spin (kcal/mol): 71.2
HOMO-LUMO gap (eV): 9.98

Last column: Mulliken charge in e.
Atoms and positions in Å:
O 2.2199 -1.1912 0.7535  -0.50
C 1.1974 -0.8882 0.2003  0.60
C 1.1664 0.7794 -0.3013  -0.45
C 0.0701 1.3797 0.0726  -0.10
N -1.2784 0.1488 0.5229  -0.49
C -1.0575 -0.9750 -0.1724  0.10
N 0.1063 -1.5598 -0.1978  -0.50
H 2.1422 0.9909 -0.7553  0.36
H -0.4846 2.2767 0.3157  0.37
H -2.2496 0.4524 0.3805  0.27
H -1.8322 -1.4137 -0.8186  0.34



(6)
ORCA calculation (the ωB97M-V functional and the def2-TZVPD basis) on an isolated ion of composition C10H13FIN5O3P and charge +1 in a non-equilibrium geometry.

## Properties
E_LUMO (eV): -5.065
Total charge: +1
SMILES string: C#CCn1c(CC(=O)F)nc(N(CCOC=O)[PH2]=N)[n+]1I
HOMO-LUMO gap (eV): 7.45

Last column: Mulliken charge in e.
Atoms and positions in Å:
C -1.1384 4.2852 1.3676  0.07
C -0.9082 3.3166 2.0329  -0.09
C -0.8166 2.0335 2.7595  -0.94
N -0.4609 0.9669 1.8163  0.69
C 0.7538 0.4553 1.6586  0.54
C 1.9962 0.7881 2.4038  -0.96
C 2.8777 1.7770 1.6452  0.56
O 3.0066 2.8987 1.9915  -0.43
F 3.4764 1.2760 0.5809  -0.19
N 0.7377 -0.4499 0.6779  -0.29
C -0.5106 -0.5115 0.2319  0.42
N -0.8886 -1.3251 -0.7722  0.13
C 0.2189 -2.1153 -1.3819  -1.01
C 0.6472 -3.2929 -0.5007  -0.36
O 1.3381 -4.3018 -1.2347  -0.37
C 2.3390 -3.8024 -2.0344  0.13
O 3.2735 -3.2180 -1.5777  -0.43
P -2.4477 -1.5715 -1.4645  -0.01
N -2.8689 -0.4269 -2.4348  -0.62
N -1.3069 0.3651 0.9234  -0.70
I -3.2496 0.9655 0.8789  0.36
H -1.3330 5.1154 0.7286  0.43
H -1.7386 1.8079 3.2904  0.44
H -0.0225 2.1294 3.4945  0.17
H 1.8256 1.1598 3.4069  0.41
H 2.5481 -0.1508 2.5033  0.37
H 1.0253 -1.4200 -1.6025  0.39
H -0.1326 -2.5261 -2.3300  0.60
H 1.3173 -2.9460 0.2891  0.31
H -0.2216 -3.7256 -0.0068  0.37
H 2.2641 -3.9677 -3.1153  0.41
H -2.2719 -2.7720 -2.1680  0.12
H -3.3494 -1.8159 -0.4102  0.19
H -3.7445 0.0105 -2.1734  0.28



E_tot in a.u., matching the order above: -386.88312; -1351.09653; -878.68036; -2311.99857; -339.46826; -1626.88582